# C24H56N8O12SZn

C24H56N8O12SZn as an isolated structure at a distorted geometry (ωB97M-V/def2-TZVPD, the Open Molecules 2025 dataset).

Element x y z (Å)
Zn (0.09294, 2.11826, -0.84569)
S (0.32298, -0.14525, 0.45597)
O (0.22471, 1.26477, 0.98535)
O (1.49002, -0.82436, 0.99828)
O (-0.91980, -0.89162, 0.75632)
O (0.40084, 0.12553, -1.04257)
C (-1.22422, 6.02092, -0.87529)
C (-1.17499, 4.83487, 0.01630)
O (-0.31104, 3.96805, -0.11219)
N (-2.11725, 4.72723, 0.95642)
C (-2.28134, 3.56270, 1.83743)
H (-0.31716, 6.61828, -0.80488)
H (-2.07164, 6.68890, -0.68702)
H (-1.37389, 5.73357, -1.91842)
H (-2.71489, 5.51907, 1.11820)
H (-3.26345, 3.12352, 1.66918)
H (-2.20893, 3.86980, 2.88112)
H (-1.50369, 2.82968, 1.64544)
C (-0.65173, 0.82956, 3.94703)
C (-2.14998, 0.87904, 3.79981)
O (-2.86797, 1.37470, 4.66717)
N (-2.65749, 0.25902, 2.70929)
C (-4.08936, 0.27191, 2.41695)
H (-0.18170, 1.77233, 3.67039)
H (-0.19246, 0.02117, 3.37106)
H (-0.39477, 0.61903, 4.98535)
H (-2.03414, -0.12210, 2.00269)
H (-4.22282, 0.34125, 1.33841)
H (-4.56099, 1.11417, 2.91719)
H (-4.55726, -0.63977, 2.79813)
C (-1.10453, -4.09521, -1.03767)
C (-0.48421, -4.57999, 0.26045)
O (-0.09374, -5.73527, 0.39313)
N (-0.41496, -3.64985, 1.23684)
C (0.20477, -3.92613, 2.50977)
H (-0.30444, -3.80318, -1.72744)
H (-1.75278, -3.23323, -0.89457)
H (-1.64835, -4.90803, -1.51508)
H (-0.68149, -2.69418, 1.01141)
H (1.19428, -4.36749, 2.39853)
H (-0.40170, -4.63971, 3.08016)
H (0.22229, -3.00710, 3.09356)
C (2.51187, -2.64740, -1.95289)
C (3.85906, -2.71742, -1.24641)
O (4.79788, -3.32784, -1.72801)
N (3.90789, -2.10956, -0.03338)
C (5.05891, -2.15073, 0.82493)
H (1.98462, -3.55097, -1.62055)
H (2.68239, -2.77267, -3.01915)
H (1.92024, -1.76349, -1.73052)
H (3.04905, -1.72479, 0.34322)
H (5.61137, -1.20984, 0.81653)
H (5.71956, -2.97451, 0.56832)
H (4.72770, -2.35594, 1.84691)
C (3.23677, 1.40944, 2.91928)
C (3.30848, 0.28186, 3.92363)
O (3.73482, 0.45261, 5.06254)
N (2.73830, -0.87303, 3.53717)
C (2.43289, -1.92373, 4.48797)
H (3.07512, 1.08432, 1.89387)
H (4.12085, 2.03807, 3.02330)
H (2.36996, 2.03117, 3.15790)
H (2.27488, -0.91085, 2.63700)
H (3.23724, -1.99890, 5.21716)
H (2.35942, -2.86157, 3.93440)
H (1.50841, -1.75046, 5.04862)
C (-3.89444, 1.78811, -2.52689)
C (-2.84491, 1.26350, -1.59495)
O (-1.92682, 2.02429, -1.21225)
N (-2.91511, 0.01771, -1.20081)
C (-3.95333, -0.90246, -1.58592)
H (-3.80494, 1.42395, -3.54971)
H (-3.82060, 2.87405, -2.52224)
H (-4.89651, 1.54714, -2.16050)
H (-2.15121, -0.31772, -0.60139)
H (-4.77363, -0.95169, -0.86557)
H (-3.54993, -1.91195, -1.65779)
H (-4.33978, -0.68483, -2.57895)
C (-0.96112, -0.89377, -4.11499)
C (-2.31954, -1.42544, -4.51048)
O (-3.18727, -0.65931, -4.92648)
N (-2.52684, -2.74667, -4.33707)
C (-3.77175, -3.40310, -4.64412)
H (-0.53708, -0.27956, -4.90153)
H (-0.27529, -1.73255, -3.95233)
H (-1.05823, -0.35195, -3.17740)
H (-1.74356, -3.29887, -4.03461)
H (-3.62693, -4.16377, -5.41121)
H (-4.47309, -2.65943, -5.00750)
H (-4.18042, -3.88178, -3.75212)
C (3.59733, 0.98756, -1.73160)
C (3.20364, 2.39330, -1.37000)
O (2.08840, 2.63656, -0.89139)
N (4.08781, 3.36863, -1.56668)
C (3.84007, 4.74633, -1.18492)
H (3.13077, 0.70526, -2.67782)
H (3.17023, 0.33921, -0.96689)
H (4.66299, 0.77453, -1.78656)
H (4.92955, 3.13923, -2.06314)
H (4.25739, 5.40760, -1.94743)
H (4.33544, 4.98413, -0.24398)
H (2.77736, 4.94507, -1.12115)

## Properties
Net charge ... 0
E_LUMO ... -0.41 eV
HOMO energy ... -8.835 eV

***

# C5H12O

A 2-piece molecular cluster, C5H12O overall at a distorted geometry (ωB97M-V/def2-TZVPD, the Open Molecules 2025 dataset).

Element x y z (Å)
C (-0.97579, 1.47545, 2.41012)
C (-1.19305, 0.84359, 1.03482)
C (0.04811, 0.12559, 0.53808)
O (-0.23156, -0.42862, -0.74579)
C (0.81933, -1.09046, -1.25424)
C (0.73653, -1.54151, -2.66894)
H (-1.87987, 1.98972, 2.75560)
H (-0.16238, 2.21146, 2.38430)
H (-0.71613, 0.71728, 3.15978)
H (-1.46745, 1.61320, 0.30244)
H (-2.02402, 0.12778, 1.07158)
H (0.90846, 0.81124, 0.44317)
H (0.33935, -0.68850, 1.22264)
H (1.36400, -1.77368, -0.61280)
H (1.93363, 0.01224, -1.29687)
H (1.14102, -2.53395, -2.93229)
H (1.48722, -0.60910, -2.54383)
H (-0.12741, -1.26172, -3.26778)

## Properties
Net charge ... 0
E_LUMO ... 1.03 eV
HOMO energy ... -8.359 eV

***

# C5H7NS2

One molecule with the formula C5H7NS2 at a distorted geometry (ωB97M-V/def2-TZVPD, the Open Molecules 2025 dataset).

Element x y z (Å)
C (-3.23873, -1.43231, 0.44790)
C (-2.20167, -0.57968, 0.56468)
C (-0.03079, 0.86257, -0.15062)
C (0.67826, 1.79280, 0.66341)
C (1.73727, -0.97634, -0.40451)
H (-3.93666, -1.16360, -0.47888)
H (-3.69304, -2.11365, 1.17847)
H (-1.58227, -0.60916, 1.38379)
H (0.02554, 2.77720, 0.74803)
H (1.73378, 1.62343, 1.05237)
H (-0.05454, -0.93308, -1.08784)
H (1.77717, -1.93622, -0.84407)
N (0.53960, -0.25866, -0.71193)
S (-1.74893, 0.82507, -0.46867)
S (3.01685, -0.43985, 0.23783)

## Properties
Net charge ... 0
E_LUMO ... 0.07 eV
Structure (SMILES) ... C=CSC(=C)NC=S
HOMO energy ... -8.533 eV

***

In Eh, the orbital gap values for the records above are, in order, 0.309, 0.345, 0.316.
In Ha, the E values for the records above are, in order, -4466.81832, -272.79422, -1045.73140.
In kcal/mol, the relative energy (zero: lowest compared OMol25 entry of this formula, charge and spin) values for the records above are, in order, 0.00, 96.91, 70.71.